Below is a molecular structure, C41H44As2B2BaF8I2N3O3, with properties calculated with ωB97M-V with the def2-TZVPD basis set.

Cartesian coordinates (Å):
Ba -1.3156 0.1793 0.2025
C 2.8006 0.1321 -0.2361
C 2.7058 0.5581 1.2337
As 1.3758 -0.4613 2.2960
C 2.2241 -2.2142 2.1905
C 3.5077 -2.4709 2.6670
C 4.0673 -3.7302 2.5202
C 3.3448 -4.7431 1.8981
C 2.0661 -4.4941 1.4256
C 1.5032 -3.2305 1.5693
C 1.9294 0.1069 4.0658
C 2.2590 1.4299 4.3351
C 2.5852 1.8157 5.6295
C 2.5800 0.8883 6.6592
C 2.2317 -0.4309 6.3980
C 1.9014 -0.8180 5.1088
As 1.5497 1.0371 -1.4747
C 2.0362 0.0919 -3.1096
C 1.0306 -0.5824 -3.7952
C 1.3296 -1.2827 -4.9575
C 2.6308 -1.3110 -5.4369
C 3.6367 -0.6352 -4.7569
C 3.3384 0.0659 -3.5983
C 2.5320 2.6885 -1.8041
C 3.5295 3.1738 -0.9672
C 4.1522 4.3867 -1.2443
C 3.7847 5.1213 -2.3591
C 2.7890 4.6426 -3.2018
C 2.1653 3.4375 -2.9224
H 2.6053 -0.9360 -0.3621
H 3.8086 0.3164 -0.6146
H 2.4391 1.6119 1.3368
H 3.6730 0.4165 1.7223
H 4.0667 -1.6852 3.1639
H 5.0655 -3.9260 2.8924
H 3.7810 -5.7281 1.7863
H 1.4985 -5.2827 0.9470
H 0.5065 -3.0341 1.1882
H 2.2239 2.1796 3.5555
H 2.8275 2.8512 5.8315
H 2.8339 1.1941 7.6664
H 2.2133 -1.1584 7.2001
H 1.6303 -1.8486 4.9101
H 0.0176 -0.5772 -3.4078
H 0.5444 -1.8112 -5.4833
H 2.8627 -1.8596 -6.3413
H 4.6530 -0.6530 -5.1305
H 4.1239 0.6057 -3.0802
H 3.8349 2.6153 -0.0923
H 4.9251 4.7548 -0.5811
H 4.2690 6.0656 -2.5729
H 2.4970 5.2108 -4.0761
H 1.3909 3.0692 -3.5877
C -2.2204 2.0006 -2.8784
C -2.9171 3.1009 -3.7191
N -3.5404 4.0949 -2.8456
C -2.4962 4.7193 -2.0293
C -1.7328 3.6494 -1.2070
N -2.3286 2.3240 -1.4476
C -3.7563 2.3718 -1.0739
C -4.4885 3.4131 -1.9577
H -1.1581 1.9207 -3.1274
H -2.6657 1.0175 -3.0363
H -3.6898 2.6732 -4.3616
H -2.2015 3.6192 -4.3627
H -2.9724 5.4484 -1.3711
H -1.8215 5.2642 -2.6944
H -1.7779 3.8560 -0.1390
H -0.6775 3.6013 -1.4894
H -3.8217 2.6231 -0.0150
H -4.1829 1.3737 -1.1960
H -4.9853 4.1654 -1.3429
H -5.2506 2.9371 -2.5777
F -1.1095 1.7407 3.4126
B -0.8664 2.9113 2.6578
F -0.4301 2.4471 1.3489
F 0.1608 3.6651 3.2053
F -2.0282 3.6451 2.4881
F -5.1147 -0.9321 2.5858
B -4.9607 -0.2409 1.3683
F -3.7125 0.4862 1.4451
F -5.9867 0.6695 1.1679
F -4.8529 -1.1409 0.3046
N -2.0908 -1.0977 3.7735
C -2.3358 -2.0631 2.8671
O -1.9765 -2.0243 1.6990
C -3.1272 -3.2377 3.4015
I -2.7892 -5.0216 2.3045
H -1.7790 -0.1736 3.4882
H -2.6292 -1.1082 4.6239
H -4.1811 -2.9861 3.2957
H -2.8877 -3.4474 4.4400
I -3.1172 -8.1764 -1.4882
C -2.4848 -6.1688 -1.5855
C -1.1285 -5.8923 -1.5034
C -0.7230 -4.5656 -1.5297
C -1.6585 -3.5469 -1.6566
C -3.0102 -3.8482 -1.7447
C -3.4360 -5.1688 -1.7028
C -1.2159 -2.1147 -1.5896
O -0.1027 -1.8747 -1.0473
O -2.0077 -1.2120 -1.9749
H -0.4063 -6.6912 -1.4082
H 0.3230 -4.3029 -1.4345
H -3.7233 -3.0364 -1.8061
H -4.4892 -5.4081 -1.7397

Kohn-Sham gap = 0.288 hartree
relative energy (zero: lowest compared OMol25 entry of this formula, charge and spin) = 3.8 kcal per mole
net charge = -1